DFT (ωB97M-V/def2-TZVPD) results for a cluster of 6 separate species, C42H64BNO15 in total at a distorted geometry.

SMILES   CCOB(O)C1=C(CCCCCCCCCCCCn2cccc2)C(=O)OC1=O.O=C1CCCO1.O=C1CCCO1.O=C1CCCO1.O=C1CCCO1.O=C1CCCO1
E   -2846.50558 hartree
LUMO level   -1.745 eV
Orbital gap   5.515 eV
Strongest force on any atom   9.9 eV Å⁻¹

```
! wB97M-V def2-TZVPD RIJCOSX def2/J DEFGRID3
* xyz 0 1
C 3.787 -2.244 3.344
C 2.551 -1.652 2.403
O 2.328 -2.417 1.166
B 2.926 -1.766 -0.016
O 3.938 -0.687 -0.009
C 2.471 -2.316 -1.533
C 1.188 -2.915 -1.990
C -0.156 -3.212 -1.095
C -1.059 -1.871 -0.764
C -2.623 -2.383 -0.626
C -3.534 -1.500 0.415
C -4.522 -0.510 -0.467
C -5.465 0.478 0.440
C -4.672 1.699 1.194
C -3.187 2.041 0.592
C -3.204 2.794 -0.880
C -1.903 3.828 -0.937
C -0.453 2.998 -0.883
C 0.525 3.712 0.261
N 1.887 3.874 -0.419
C 2.368 4.910 -1.426
C 3.922 4.471 -1.726
C 4.326 3.137 -0.802
C 2.903 2.808 -0.001
C 1.402 -3.280 -3.608
O 0.471 -3.844 -4.397
O 2.804 -2.881 -3.903
C 3.534 -2.212 -2.801
O 4.754 -1.613 -2.832
H 3.355 -2.745 4.337
H 4.516 -1.389 3.728
H 4.423 -3.073 2.815
H 1.569 -1.803 3.064
H 2.662 -0.495 2.260
H 4.823 -1.151 -0.083
H 0.054 -3.813 -0.108
H -0.850 -3.920 -1.760
H -1.011 -1.039 -1.592
H -0.730 -1.359 0.263
H -2.562 -3.479 -0.163
H -3.203 -2.408 -1.660
H -4.263 -2.263 0.972
H -2.926 -0.950 1.251
H -3.840 0.043 -1.250
H -5.229 -1.228 -1.105
H -5.949 -0.186 1.304
H -6.355 0.849 -0.252
H -5.330 2.683 1.041
H -4.548 1.457 2.335
H -2.638 2.784 1.345
H -2.465 1.102 0.513
H -3.105 2.040 -1.772
H -4.188 3.437 -0.945
H -1.961 4.681 -0.138
H -1.940 4.343 -2.012
H -0.645 1.866 -0.566
H 0.100 3.064 -1.925
H 0.711 3.014 1.190
H 0.147 4.784 0.578
H 1.716 5.797 -1.844
H 4.677 5.008 -2.473
H 5.358 2.571 -0.754
H 2.708 1.923 0.766
O 3.253 -0.958 5.848
C 3.789 -1.457 6.824
C 4.986 -2.357 6.793
C 4.961 -2.966 8.172
C 4.310 -1.887 8.997
O 3.399 -1.235 8.114
H 5.884 -1.753 6.632
H 4.887 -3.119 6.016
H 5.948 -3.254 8.542
H 4.327 -3.861 8.166
H 5.033 -1.149 9.361
H 3.765 -2.299 9.851
O -6.295 -2.362 2.918
C -5.878 -3.474 3.200
C -6.654 -4.750 3.077
C -5.829 -5.703 3.905
C -4.438 -5.143 3.765
O -4.611 -3.732 3.637
H -6.686 -5.048 2.025
H -7.663 -4.639 3.480
H -5.909 -6.744 3.582
H -6.147 -5.648 4.953
H -3.928 -5.515 2.870
H -3.820 -5.361 4.641
O 9.174 2.005 0.010
C 9.091 2.059 -1.206
C 8.526 0.987 -2.088
C 9.026 1.400 -3.449
C 9.131 2.897 -3.322
O 9.467 3.137 -1.956
H 7.434 1.015 -2.029
H 8.904 0.003 -1.803
H 8.376 1.082 -4.269
H 10.021 0.972 -3.620
H 8.183 3.401 -3.541
H 9.909 3.308 -3.971
O 0.497 1.736 -7.790
C 0.914 0.625 -7.508
C 0.138 -0.651 -7.631
C 0.963 -1.604 -6.803
C 2.354 -1.044 -6.943
O 2.181 0.366 -7.071
H 0.106 -0.950 -8.683
H -0.871 -0.540 -7.229
H 0.883 -2.646 -7.126
H 0.644 -1.549 -5.755
H 2.863 -1.416 -7.838
H 2.972 -1.262 -6.067
O -5.591 4.562 0.153
C -6.761 4.314 -0.087
C -7.842 5.333 -0.284
C -9.091 4.498 -0.151
C -8.636 3.144 -0.630
O -7.261 3.055 -0.256
H -7.747 5.766 -1.284
H -7.796 6.110 0.482
H -9.942 4.890 -0.715
H -9.382 4.439 0.905
H -8.709 3.041 -1.717
H -9.199 2.334 -0.158
*
```